Record 1
{
  "formula": "C4H7N3O",
  "method": "ωB97M-V with the def2-TZVPD basis set",
  "de_lowest_kj_mol": 586.8,
  "multiplicity": 1,
  "molar_mass_g_mol": 113.120,
  "lumo_ev": -0.24,
  "homo_energy_ev": -8.92,
  "gap_ev": 8.6882,
  "species": ["C", "C", "C", "C", "N", "N", "N", "O", "H", "H", "H", "H", "H", "H", "H"],
  "coordinates": [[0.797, 0.575, 0.727], [-0.399, -0.822, -1.190], [-0.048, -0.731, 0.869], [0.981, 0.607, -0.707], [-1.464, -0.459, 1.201], [-1.800, 0.644, 1.616], [1.634, 0.908, -1.669], [0.477, -1.768, 1.259], [-2.824, 0.649, 1.749], [2.406, 1.564, -1.711], [0.210, 1.446, 1.042], [1.740, 0.492, 1.272], [-1.305, -1.376, -0.941], [-0.769, -0.203, -2.010], [0.362, -1.525, -1.509]],
  "forces_ev_per_a": [[-0.05, -0.23, 0.54], [0.84, 1.11, -1.59], [1.84, 1.40, 2.51], [-1.47, -2.00, -0.03], [-1.69, -1.43, -0.31], [0.99, 0.36, -0.52], [-0.08, 0.24, -0.83], [-1.15, 0.99, -0.95], [0.26, -0.34, 0.24], [-0.03, -0.11, 0.38], [0.15, -0.15, 0.13], [-0.05, 0.19, 0.04], [0.14, 0.06, 0.96], [0.34, 0.01, -0.27], [-0.03, -0.10, -0.29]]
}

Record 2
{
  "formula": "C5H13N2",
  "method": "ωB97M-V with the def2-TZVPD basis set",
  "de_lowest_kj_mol": 791.8,
  "multiplicity": 1,
  "total_charge": 1,
  "molar_mass_g_mol": 101.173,
  "lumo_ev": -7.89,
  "homo_energy_ev": -13.66,
  "gap_ev": 5.7687,
  "species": ["N", "C", "C", "C", "C", "C", "N", "H", "H", "H", "H", "H", "H", "H", "H", "H", "H", "H", "H", "H"],
  "coordinates": [[0.991, -0.488, -0.914], [0.507, -0.264, 0.383], [0.669, 0.897, 1.433], [0.960, 2.239, 0.856], [0.022, 3.127, 0.561], [0.527, -1.686, 1.138], [-0.083, -2.729, 0.309], [1.318, 0.336, -1.482], [-0.338, -0.123, -0.289], [0.491, -2.846, -0.596], [-4.578, -1.100, -5.738], [-0.265, 0.976, 1.983], [1.419, 0.702, 2.220], [1.941, 2.627, 0.603], [-0.988, 2.862, 0.851], [0.188, 3.952, -0.144], [-0.017, -1.641, 2.124], [1.625, -1.903, 1.409], [-3.975, -1.343, -5.487], [-0.414, -3.595, 0.779]],
  "forces_ev_per_a": [[-1.20, 1.44, 1.74], [5.48, -2.27, 2.90], [0.39, 0.88, -0.60], [0.35, 1.25, -0.88], [-0.81, -0.67, -0.73], [-1.00, -0.89, 0.28], [1.54, 0.49, -1.30], [-0.40, -0.05, 0.80], [-2.53, -0.07, -2.17], [-1.45, -0.46, 2.18], [-1.62, 0.66, -0.67], [-0.36, -0.32, -0.11], [-0.08, -0.85, -0.62], [0.50, -0.98, 0.04], [-0.33, 0.42, -0.19], [0.01, 0.01, 0.97], [0.45, 0.26, -1.11], [-1.29, 0.76, -0.58], [1.62, -0.66, 0.67], [0.73, 1.04, -0.61]]
}

Record 3
{
  "formula": "C3H5N3",
  "method": "ωB97M-V with the def2-TZVPD basis set",
  "smiles": "Cn1cncn1",
  "de_lowest_kj_mol": 219.6,
  "multiplicity": 1,
  "molar_mass_g_mol": 83.094,
  "lumo_ev": 0.60,
  "homo_energy_ev": -10.50,
  "gap_ev": 11.0952,
  "species": ["C", "N", "C", "N", "C", "N", "H", "H", "H", "H", "H"],
  "coordinates": [[-1.254, -0.403, 0.254], [-0.294, -0.212, -0.871], [0.226, 1.078, -0.663], [1.299, 1.075, 0.050], [1.505, -0.299, 0.242], [0.703, -1.083, -0.399], [-2.137, 0.244, 0.122], [-1.552, -1.449, 0.317], [-0.502, -0.230, 1.123], [-0.282, 1.958, -1.052], [2.288, -0.679, 0.878]],
  "forces_ev_per_a": [[0.19, 0.00, 0.81], [0.17, 0.12, -0.45], [0.06, -0.11, 0.16], [-0.03, -0.16, -0.26], [0.82, -0.14, -0.75], [0.48, 0.26, 0.71], [0.50, -0.11, 0.43], [-0.07, 0.14, -0.24], [-2.43, 0.16, -0.47], [0.05, -0.22, 0.26], [0.26, 0.06, -0.20]]
}

Record 4
{
  "formula": "C2H2O2S2",
  "method": "ωB97M-V with the def2-TZVPD basis set",
  "smiles": "O=C(O)C(=S)S",
  "de_lowest_kj_mol": 29.3,
  "multiplicity": 1,
  "molar_mass_g_mol": 122.170,
  "lumo_ev": -0.92,
  "homo_energy_ev": -9.21,
  "gap_ev": 8.2834,
  "species": ["C", "C", "H", "H", "O", "O", "S", "S"],
  "coordinates": [[0.172, -0.345, -0.134], [-0.841, 0.766, 0.335], [1.061, 0.195, 1.981], [-2.048, 2.108, -0.269], [-1.445, 1.435, -0.659], [-1.057, 0.893, 1.537], [1.615, -0.279, 0.840], [-0.052, -1.187, -1.461]],
  "forces_ev_per_a": [[-0.58, 2.28, 0.59], [-0.23, -1.09, 1.62], [-0.04, 0.04, -0.44], [0.43, -0.57, -0.10], [0.16, 0.08, 0.79], [0.08, 0.39, -2.15], [0.19, -0.54, 0.21], [0.00, -0.59, -0.52]]
}